This record from the Open Molecules 2025 dataset describes a molecular structure, C30H21F5N3O2PPtSe. The level of theory is ωB97M-V with the def2-TZVPD basis set.

Cartesian coordinates (Å):
Pt  -0.614  0.348  -0.549
O  5.592  0.500  2.265
C  5.266  -0.327  1.389
O  5.836  -1.360  0.995
C  3.848  -0.116  0.826
C  3.329  -0.969  -0.114
C  1.996  -0.833  -0.548
N  1.265  0.160  0.023
C  1.761  1.054  0.916
C  3.053  0.944  1.328
C  0.760  2.029  1.363
C  0.993  2.971  2.359
C  -0.018  3.831  2.734
C  -1.259  3.742  2.111
C  -1.445  2.787  1.138
N  -0.462  1.949  0.773
C  1.270  -1.613  -1.481
C  1.775  -2.750  -2.148
C  0.983  -3.464  -2.993
C  -0.360  -3.048  -3.218
C  -0.824  -1.945  -2.569
N  -0.059  -1.234  -1.705
H  3.988  -1.751  -0.470
H  3.522  1.601  2.051
H  1.967  3.012  2.824
H  0.156  4.566  3.507
H  -2.075  4.400  2.371
H  -2.384  2.655  0.617
H  2.801  -3.041  -1.963
H  1.376  -4.335  -3.500
H  -1.010  -3.575  -3.900
H  -1.825  -1.561  -2.715
C  -2.483  -0.488  2.598
P  -1.631  -1.131  1.131
C  -2.770  -2.332  0.406
C  -0.234  -2.094  1.753
C  0.089  -3.327  1.193
C  1.237  -3.997  1.596
C  2.074  -3.435  2.547
C  1.753  -2.209  3.117
C  0.603  -1.546  2.727
H  -1.887  0.289  3.076
H  -2.633  -1.312  3.297
H  -3.442  -0.056  2.314
H  -2.882  -3.176  1.088
H  -2.396  -2.679  -0.555
H  -3.740  -1.861  0.242
H  -0.529  -3.765  0.418
H  1.489  -4.946  1.142
H  2.987  -3.939  2.834
H  2.417  -1.760  3.844
H  0.384  -0.576  3.162
F  -1.802  5.472  -4.946
C  -2.042  4.432  -4.157
C  -2.834  4.581  -3.033
F  -3.353  5.772  -2.741
C  -3.070  3.489  -2.216
F  -3.829  3.694  -1.130
C  -2.546  2.234  -2.489
Se  -2.935  0.730  -1.370
C  -1.755  2.119  -3.623
F  -1.209  0.946  -3.951
C  -1.498  3.194  -4.454
F  -0.736  3.050  -5.535

Multiplicity: 3
Relative energy (zero: lowest compared OMol25 entry of this formula, charge and spin) (kcal/mol): 5.0
<S²>: 2.0224
Lowest unoccupied orbital energy (spin up / spin down) (eV): -1.07 / -2.34

=====

This record from the Open Molecules 2025 dataset describes 2 unconnected molecules or ions with the total composition C30H22Cl2N2 in a non-equilibrium geometry. The level of theory is ωB97M-V with the def2-TZVPD basis set.

Cartesian coordinates (Å):
C  -5.350  -1.281  -1.702
C  -4.827  -2.549  -1.531
C  -3.465  -2.747  -1.498
C  -2.570  -1.682  -1.709
C  -1.117  -1.744  -1.765
N  -0.535  -0.521  -1.877
C  0.629  -0.041  -1.496
C  1.031  1.202  -1.834
N  1.362  2.294  -2.130
C  -0.326  -2.963  -1.797
C  -0.877  -4.255  -1.882
C  -0.092  -5.380  -1.794
C  1.279  -5.278  -1.687
C  1.856  -4.025  -1.716
C  1.076  -2.898  -1.790
C  -3.138  -0.406  -1.841
C  -4.496  -0.204  -1.834
H  -6.419  -1.137  -1.720
H  -5.490  -3.394  -1.419
H  -3.118  -3.718  -1.205
H  1.179  -0.564  -0.735
H  -1.907  -4.394  -2.143
H  -0.551  -6.353  -1.843
H  1.892  -6.164  -1.633
H  2.928  -3.927  -1.707
H  1.570  -1.954  -1.912
H  -2.476  0.438  -1.937
H  -4.892  0.796  -1.927
Cl  6.988  -1.272  2.090
C  5.354  -0.737  1.992
C  4.311  -1.659  1.992
C  3.011  -1.232  1.917
C  2.699  0.140  1.847
C  1.346  0.570  1.768
C  0.953  1.893  1.779
C  -0.350  2.314  1.608
C  -0.748  3.680  1.568
C  -2.114  4.022  1.515
C  -2.515  5.331  1.480
C  -1.574  6.356  1.481
Cl  -2.079  7.999  1.429
C  -0.220  6.044  1.520
C  0.187  4.738  1.565
C  3.775  1.052  1.840
C  5.071  0.622  1.909
H  4.549  -2.707  2.052
H  2.214  -1.952  1.922
H  0.588  -0.186  1.669
H  1.704  2.641  1.951
H  -1.113  1.566  1.472
H  -2.849  3.238  1.515
H  -3.559  5.589  1.446
H  0.501  6.844  1.508
H  1.239  4.524  1.573
H  3.586  2.106  1.759
H  5.887  1.326  1.896

Lowest unoccupied orbital energy (eV): -2.83

=====

This record from the Open Molecules 2025 dataset describes a molecular structure, C30H22N6NiOS. The level of theory is ωB97M-V with the def2-TZVPD basis set.

Cartesian coordinates (Å):
Ni  0.267  0.557  0.349
C  0.331  2.822  -3.247
C  0.778  2.082  -2.155
N  -0.080  1.612  -1.258
C  -1.392  1.892  -1.435
C  -1.808  2.629  -2.528
N  -0.951  3.089  -3.433
C  -2.267  1.354  -0.376
C  -3.634  1.486  -0.252
C  -4.277  0.913  0.852
C  -3.507  0.221  1.794
C  -2.144  0.123  1.607
N  -1.564  0.685  0.542
C  -1.155  -0.564  2.456
C  -1.416  -1.269  3.615
N  -0.444  -1.859  4.307
C  0.790  -1.749  3.846
C  1.085  -1.047  2.677
N  0.110  -0.464  1.993
C  -5.738  1.037  1.019
C  -6.297  1.227  2.278
C  -7.676  1.345  2.378
N  -8.493  1.269  1.333
C  -7.955  1.079  0.134
C  -6.588  0.965  -0.079
H  1.035  3.201  -3.976
H  1.828  1.883  -2.013
H  -2.855  2.862  -2.680
H  -4.206  2.045  -0.979
H  -3.985  -0.248  2.642
H  -2.422  -1.365  4.002
H  1.580  -2.226  4.411
H  2.088  -0.949  2.287
H  -5.683  1.322  3.165
H  -8.142  1.511  3.342
H  -8.645  1.011  -0.699
H  -6.213  0.788  -1.079
O  2.106  0.198  0.298
S  3.346  0.377  -0.605
C  4.605  -0.496  0.263
C  5.534  0.292  0.933
C  6.525  -0.330  1.678
C  6.574  -1.716  1.737
C  5.641  -2.492  1.055
C  4.647  -1.887  0.307
C  3.043  -0.639  -2.027
C  3.828  -0.395  -3.147
C  3.625  -1.162  -4.283
C  2.641  -2.143  -4.293
C  1.858  -2.368  -3.168
C  2.056  -1.613  -2.020
H  5.489  1.372  0.869
H  7.260  0.265  2.201
H  7.354  -2.199  2.310
H  5.703  -3.571  1.094
H  3.935  -2.483  -0.248
H  4.592  0.375  -3.133
H  4.232  -0.991  -5.162
H  2.485  -2.737  -5.183
H  1.098  -3.137  -3.183
H  1.465  -1.791  -1.131

Relative energy (zero: lowest compared OMol25 entry of this formula, charge and spin) (kcal/mol): 0.0
Lowest unoccupied orbital energy (spin up / spin down) (eV): -7.13 / -7.13
Net charge: +2

=====

This record from the Open Molecules 2025 dataset describes a molecular structure, C30H23BrNNiO4PS. The level of theory is ωB97M-V with the def2-TZVPD basis set.

Cartesian coordinates (Å):
Ni  -0.225  -2.982  -0.482
O  0.885  -2.109  0.830
N  0.521  -0.883  1.215
C  0.982  -0.376  2.277
C  0.429  0.948  2.690
C  -1.750  0.877  2.792
C  -2.352  -0.419  2.305
C  -2.046  -0.707  1.062
S  -2.315  -1.900  -0.170
H  1.701  -0.923  2.886
H  1.224  1.668  2.874
H  -2.538  1.580  3.060
H  -3.019  -0.991  2.945
O  -1.075  -1.217  -1.054
P  -0.821  0.410  0.179
C  0.681  0.903  -0.802
C  1.679  0.014  -1.202
C  2.803  0.461  -1.885
C  2.960  1.809  -2.176
C  1.972  2.706  -1.797
C  0.839  2.254  -1.127
C  -2.101  1.341  -0.803
C  -2.041  1.403  -2.196
C  -3.061  1.997  -2.927
C  -4.164  2.540  -2.277
C  -4.239  2.490  -0.894
C  -3.217  1.888  -0.165
C  -0.720  1.437  1.743
C  -0.611  0.841  3.862
C  -0.582  2.093  4.700
C  -0.635  3.332  4.201
C  -0.784  3.731  2.781
C  -0.823  2.946  1.699
H  1.598  -1.034  -0.970
H  3.569  -0.250  -2.181
H  3.843  2.157  -2.701
H  2.074  3.761  -2.027
H  0.058  2.963  -0.893
H  -1.192  0.974  -2.715
H  -2.998  2.031  -4.009
H  -4.966  2.992  -2.850
H  -5.096  2.910  -0.378
H  -3.297  1.848  0.917
H  -0.550  -0.063  4.466
H  -0.472  1.974  5.774
H  -0.577  4.156  4.906
H  -0.904  4.797  2.616
H  -1.016  3.425  0.747
Br  5.217  -2.231  -2.943
C  3.747  -3.272  -2.364
C  3.972  -4.480  -1.717
C  2.891  -5.238  -1.288
C  1.592  -4.792  -1.489
C  1.398  -3.590  -2.164
C  2.467  -2.820  -2.608
C  0.430  -5.585  -0.929
O  0.478  -6.792  -0.891
O  -0.562  -4.822  -0.517
H  4.985  -4.821  -1.547
H  3.037  -6.184  -0.780
H  0.415  -3.281  -2.467
H  2.303  -1.895  -3.146

Multiplicity: 3
Relative energy (zero: lowest compared OMol25 entry of this formula, charge and spin) (kcal/mol): 138.5
<S²>: 2.0101
Lowest unoccupied orbital energy (spin up / spin down) (eV): 0.24 / -0.63

=====

This record from the Open Molecules 2025 dataset describes a molecular structure, C30H23Cl5F3NO5PtSTe in a non-equilibrium geometry. The level of theory is ωB97M-V with the def2-TZVPD basis set.

Cartesian coordinates (Å):
Pt  -2.148  2.411  -0.565
Cl  -1.223  4.464  -7.329
C  -1.218  3.564  -5.900
C  -0.704  4.147  -4.712
Cl  -0.088  5.738  -4.744
C  -0.707  3.425  -3.551
Cl  -0.126  4.063  -2.086
C  -1.222  2.072  -3.507
O  -1.243  1.402  -2.455
C  -1.715  1.506  -4.748
Cl  -2.295  -0.088  -4.685
C  -1.723  2.242  -5.905
Cl  -2.338  1.574  -7.352
F  -5.148  1.573  -3.378
C  -5.119  1.493  -2.050
F  -4.280  0.523  -1.696
F  -6.325  1.216  -1.591
S  -4.588  3.138  -1.384
O  -5.668  4.010  -1.640
O  -3.267  3.418  -2.036
O  -4.219  2.900  0.036
C  2.071  -6.678  2.266
C  1.552  -5.360  1.767
C  1.903  -4.879  0.516
C  1.446  -3.655  0.043
C  1.867  -3.252  -1.349
C  0.621  -2.879  0.874
Te  -0.022  -1.061  -0.011
N  -0.873  1.257  0.363
C  -0.610  1.001  1.576
O  -0.005  -0.215  1.772
C  -0.758  1.790  2.814
C  -1.604  2.898  2.842
C  -1.710  3.658  3.994
C  -0.966  3.325  5.117
C  -0.126  2.221  5.095
C  -0.028  1.446  3.951
C  1.847  -0.260  -0.523
C  1.859  0.410  -1.742
C  3.026  0.983  -2.212
C  4.181  0.874  -1.450
C  4.152  0.212  -0.234
C  2.988  -0.371  0.274
C  3.074  -1.047  1.616
C  0.192  -3.369  2.117
C  -0.769  -2.676  3.047
C  0.688  -4.596  2.540
H  2.379  -7.320  1.442
H  1.316  -7.203  2.849
H  2.939  -6.528  2.912
H  2.542  -5.478  -0.124
H  2.072  -4.143  -1.940
H  2.771  -2.639  -1.338
H  1.104  -2.688  -1.896
H  -2.192  3.158  1.972
H  -2.376  4.510  4.015
H  -1.042  3.928  6.013
H  0.447  1.958  5.974
H  0.619  0.580  3.932
H  0.948  0.486  -2.321
H  3.033  1.509  -3.157
H  5.107  1.313  -1.798
H  5.058  0.144  0.356
H  3.824  -0.542  2.222
H  3.377  -2.091  1.509
H  2.136  -1.031  2.164
H  -1.396  -1.932  2.566
H  -0.235  -2.170  3.854
H  -1.430  -3.413  3.502
H  0.367  -4.976  3.504

Multiplicity: 2
Relative energy (zero: lowest compared OMol25 entry of this formula, charge and spin) (kcal/mol): 31.8
<S²>: 0.8132
Lowest unoccupied orbital energy (spin up / spin down) (eV): -4.17 / -5.85
Net charge: +1

=====

This record from the Open Molecules 2025 dataset describes 2 unconnected molecules or ions with the total composition C30H23F6N3S in a non-equilibrium geometry. The level of theory is ωB97M-V with the def2-TZVPD basis set.

Cartesian coordinates (Å):
F  3.903  -6.014  -0.645
C  4.012  -4.972  0.222
F  2.856  -4.923  0.965
F  5.024  -5.273  1.106
C  4.266  -3.646  -0.433
N  4.145  -2.587  0.576
C  5.347  -2.020  1.068
C  5.900  -0.882  0.450
C  7.130  -0.393  0.878
C  7.827  -1.043  1.904
C  7.280  -2.175  2.518
C  6.042  -2.659  2.105
C  2.920  -2.036  0.876
C  2.692  -1.571  2.195
C  1.444  -1.118  2.560
C  0.407  -0.965  1.594
C  -0.848  -0.434  1.995
C  -1.706  0.324  1.163
C  -3.073  0.498  1.528
C  -3.956  1.184  0.732
C  -3.499  1.797  -0.458
N  -4.375  2.395  -1.327
C  -5.776  1.966  -1.389
C  -5.889  0.768  -2.285
F  -7.077  0.111  -2.187
F  -5.726  1.140  -3.601
F  -4.892  -0.141  -2.017
C  -3.980  3.463  -2.171
C  -3.570  3.190  -3.484
C  -3.193  4.232  -4.327
C  -3.227  5.551  -3.862
C  -3.662  5.829  -2.560
C  -4.063  4.793  -1.722
C  -2.121  1.758  -0.777
C  -1.252  1.000  -0.017
C  0.673  -1.389  0.256
C  1.891  -1.947  -0.085
H  5.293  -3.636  -0.804
H  3.527  -3.514  -1.225
H  5.339  -0.411  -0.360
H  7.547  0.497  0.404
H  8.799  -0.665  2.227
H  7.812  -2.689  3.320
H  5.586  -3.532  2.569
H  3.514  -1.621  2.912
H  1.248  -0.826  3.591
H  -1.127  -0.545  3.038
H  -3.423  0.035  2.447
H  -5.000  1.279  1.023
H  -6.142  1.686  -0.401
H  -6.350  2.781  -1.835
H  -3.551  2.152  -3.815
H  -2.871  4.002  -5.344
H  -2.916  6.366  -4.519
H  -3.692  6.858  -2.196
H  -4.424  4.974  -0.707
H  -1.767  2.292  -1.661
H  -0.205  0.939  -0.311
H  -0.099  -1.287  -0.506
H  2.083  -2.273  -1.107
N  -2.448  -2.013  3.513
C  -3.555  -2.198  3.927
S  -5.047  -2.457  4.475

Relative energy (zero: lowest compared OMol25 entry of this formula, charge and spin) (kcal/mol): 0.0
Lowest unoccupied orbital energy (eV): -1.99

=====

This record from the Open Molecules 2025 dataset describes a molecular structure, C30H23F9MoN5OTe4. The level of theory is ωB97M-V with the def2-TZVPD basis set.

Cartesian coordinates (Å):
Mo  -0.002  1.209  0.073
C  5.041  -2.601  -0.111
C  3.808  -1.976  0.480
C  3.881  -1.086  1.548
C  2.757  -0.430  2.021
C  1.499  -0.658  1.464
N  0.335  0.044  1.826
C  -0.075  0.061  3.139
C  0.564  -0.687  4.144
C  0.157  -0.656  5.466
C  -0.936  0.097  5.873
C  -1.411  0.113  7.302
C  -1.618  0.785  4.882
C  -1.210  0.782  3.556
N  -2.041  1.472  2.624
C  -2.869  2.498  2.886
C  -3.702  2.651  1.805
C  -3.288  1.662  0.909
N  -2.279  0.943  1.393
C  1.437  -1.576  0.412
C  2.561  -2.207  -0.086
N  0.185  -1.814  -0.218
C  -0.399  -2.988  -0.502
C  -1.643  -2.726  -1.030
C  -1.741  -1.332  -1.036
N  -0.644  -0.781  -0.542
H  5.896  -2.496  0.557
H  4.893  -3.663  -0.312
H  5.295  -2.118  -1.058
H  4.847  -0.869  1.990
H  2.845  0.301  2.816
H  1.410  -1.301  3.876
H  0.703  -1.243  6.196
H  -0.600  -0.142  7.985
H  -1.787  1.097  7.585
H  -2.218  -0.605  7.469
H  -2.521  1.326  5.139
H  -2.786  3.056  3.802
H  -4.453  3.407  1.659
H  -3.656  1.457  -0.083
H  2.462  -2.842  -0.959
H  0.117  -3.912  -0.305
H  -2.365  -3.434  -1.394
H  -2.522  -0.700  -1.420
Te  1.006  3.110  1.669
Te  0.617  5.603  0.659
Te  -1.702  5.064  -0.585
Te  -1.308  2.548  -1.725
F  -0.326  0.135  -5.813
C  -1.485  0.777  -5.576
F  -1.180  2.037  -5.269
F  -2.165  0.800  -6.742
C  -2.256  0.082  -4.403
O  -1.680  0.313  -3.241
C  -3.739  0.594  -4.418
F  -3.786  1.926  -4.555
F  -4.495  0.064  -5.403
F  -4.356  0.299  -3.261
C  -2.274  -1.467  -4.684
F  -2.524  -1.811  -5.964
F  -1.106  -2.023  -4.350
F  -3.222  -2.064  -3.929
C  3.821  0.212  -2.872
C  2.517  -0.104  -3.243
C  1.445  0.264  -2.447
C  1.649  0.952  -1.235
C  2.965  1.286  -0.890
C  4.037  0.915  -1.698
H  4.655  -0.068  -3.504
H  2.325  -0.625  -4.174
H  0.439  0.034  -2.784
H  3.158  1.837  0.019
H  5.043  1.189  -1.402

Lowest unoccupied orbital energy (spin up / spin down) (eV): 1.34 / 1.31
Net charge: -1